{"formula": "C11H23I2NO6P", "method": "the ωB97M-V functional and the def2-TZVPD basis", "elements": ["C", "C", "I", "C", "I", "C", "N", "C", "O", "O", "H", "H", "H", "H", "H", "H", "H", "H", "O", "P", "O", "C", "C", "O", "C", "C", "O", "C", "C", "H", "H", "H", "H", "H", "H", "H", "H", "H", "H", "H", "H", "H", "H", "H"], "coordinates": [[1.74838, -3.58453, 2.27534], [0.39201, -2.84620, 2.45816], [0.68530, -1.35142, 4.01092], [-0.75508, -3.82897, 2.72860], [-0.63140, -4.52588, 4.81846], [-2.20242, -3.27112, 2.50895], [-2.31517, -1.84658, 2.26857], [-2.88841, -4.01666, 1.32016], [-2.16430, -4.54077, 0.43769], [-4.13499, -4.02321, 1.33722], [2.18632, -3.30610, 1.31575], [1.63849, -4.66130, 2.38435], [2.46107, -3.23929, 3.02316], [0.20214, -2.30532, 1.53496], [-0.62738, -4.74205, 2.15158], [-2.79035, -3.52536, 3.38630], [-1.75167, -1.52221, 1.49879], [-2.19778, -1.28662, 3.09716], [0.64819, 0.02379, -1.47602], [0.93414, 1.46324, -1.68535], [0.88390, 2.13267, -0.20250], [1.90450, 1.79742, 0.74037], [3.23963, 2.42778, 0.38690], [-0.50793, 1.96510, -2.27208], [-1.49857, 1.04741, -2.74501], [-2.53680, 0.78999, -1.67482], [1.72544, 2.70207, -2.38232], [1.25506, 3.43543, -3.52320], [0.49486, 4.66326, -3.07694], [1.99168, 0.71011, 0.81621], [1.56857, 2.16876, 1.70762], [3.64052, 2.00582, -0.53869], [3.96631, 2.25441, 1.18173], [3.12995, 3.50135, 0.23226], [-1.04476, 0.12150, -3.09349], [-1.97142, 1.51593, -3.61319], [-2.07759, 0.44330, -0.74993], [-3.26048, 0.04488, -2.00612], [-3.07023, 1.71251, -1.43754], [0.66975, 2.80588, -4.18952], [2.14051, 3.74738, -4.08191], [-0.32705, 4.41148, -2.41072], [0.09377, 5.19775, -3.93950], [1.15327, 5.33434, -2.52237]], "nbo_charge": [-0.6419, -0.3125, 0.0181, -0.2704, -0.0379, -0.2126, -0.8199, 0.7480, -0.7918, -0.7526, 0.2154, 0.2215, 0.2136, 0.2355, 0.2680, 0.2102, 0.3534, 0.3572, -1.0025, 2.4759, -0.7933, -0.0708, -0.6356, -0.8516, -0.0570, -0.6296, -0.7994, -0.0450, -0.6356, 0.1920, 0.1909, 0.2010, 0.2147, 0.2112, 0.1968, 0.1642, 0.2281, 0.2224, 0.1988, 0.1902, 0.1778, 0.2388, 0.2102, 0.2061], "fmax_ha_per_bohr": 0.126, "energy_ha": -1875.98016, "molar_mass_g_mol": 550.088, "total_charge": -1}